# 1
{"formula": "C5H13NO", "method": "wB97M-V/def2-TZVPD", "total_charge": 0, "orbital_gap_ev": 9.86, "lumo_energy_ev": 0.96, "smiles": "CN[C@@H](C)[C@H](C)O", "total_energy_ha": -328.2620, "e_above_lowest_ev": 1.5482, "homo_ev": -8.90, "species": ["C", "N", "C", "C", "C", "C", "O", "H", "H", "H", "H", "H", "H", "H", "H", "H", "H", "H", "H", "H"], "xyz": [[-2.109258, -0.478238, -1.101233], [-1.104925, 0.357360, -0.400109], [-0.037923, -0.377563, 0.270789], [0.378318, -1.704678, -0.403637], [1.198796, 0.498577, 0.520396], [0.973278, 1.591388, 1.556417], [1.739971, 1.101336, -0.700957], [-2.952750, 0.174028, -1.324907], [-2.424320, -1.200431, -0.353768], [-1.704070, -0.858254, -2.037264], [-0.799358, 1.057329, -1.060490], [-0.376119, -0.628564, 1.285196], [0.737745, -1.428477, -1.397044], [1.231864, -2.036647, 0.192569], [-0.323619, -2.530541, -0.409057], [1.984555, -0.193400, 0.826947], [0.540850, 1.100712, 2.440203], [0.250713, 2.305961, 1.175981], [1.906822, 1.918409, 2.008414], [0.889429, 1.331693, -1.088448]], "forces_ev_per_angstrom": [[0.58, 1.30, 0.87], [-0.55, -0.05, -0.15], [-0.19, -0.50, 0.01], [0.92, 0.99, 0.34], [1.05, 0.24, -0.32], [-0.24, -1.65, 0.89], [-1.26, -0.71, 0.79], [-0.12, -0.13, -0.06], [-0.18, -0.50, -0.50], [-0.22, -0.67, 0.08], [0.25, 0.05, 0.07], [-0.21, 0.03, -0.07], [-0.02, -0.52, -0.15], [0.08, -0.26, -0.27], [-0.40, 0.25, -0.16], [0.01, 0.15, 0.32], [-0.47, 0.07, -0.20], [0.36, 0.51, 0.19], [0.11, 0.84, -0.78], [0.52, 0.57, -0.88]], "nbo_charge": [-0.412, -0.636, -0.065, -0.635, 0.090, -0.634, -0.705, 0.201, 0.199, 0.180, 0.331, 0.183, 0.212, 0.210, 0.215, 0.178, 0.205, 0.219, 0.223, 0.440]}

# 2
{"formula": "CH3Br2P", "method": "wB97M-V/def2-TZVPD", "total_charge": 0, "orbital_gap_ev": [8.69, 8.10], "lumo_energy_ev": [-1.43, -1.22], "total_energy_ha": -5529.1237, "e_above_lowest_ev": 5.6045, "homo_ev": [-10.12, -9.32], "species": ["C", "P", "Br", "Br", "H", "H", "H"], "xyz": [[0.625332, 0.133529, -0.161644], [-0.534969, -0.919346, 0.775312], [2.375819, -0.661411, 0.332323], [0.818542, 2.003941, 0.064550], [0.352291, -0.166374, -1.268985], [-2.094688, -0.523063, -0.984299], [-1.542325, 0.132722, 1.242743]], "forces_ev_per_angstrom": [[0.26, -1.20, -2.18], [-3.61, 1.52, -0.85], [-0.17, -0.11, -0.36], [-0.53, 0.40, -0.05], [1.21, 1.01, 2.13], [1.35, -0.59, 1.60], [1.48, -1.03, -0.29]], "nbo_charge": [-0.786, 0.438, 0.037, 0.109, 0.279, -0.075, -0.001]}

# 3
{"formula": "C2Cl2FN", "method": "wB97M-V/def2-TZVPD", "total_charge": 0, "orbital_gap_ev": 12.03, "lumo_energy_ev": -0.04, "smiles": "N#CC(F)(Cl)Cl", "total_energy_ha": -1151.1616, "e_above_lowest_ev": 0.5921, "homo_ev": -12.07, "species": ["N", "C", "C", "F", "Cl", "Cl"], "xyz": [[-0.266195, 0.212641, -2.185097], [-0.186575, -0.077652, -1.066088], [-0.011000, -0.048801, 0.418528], [-0.367313, 1.099107, 0.717335], [-0.965176, -1.229649, 1.291665], [1.796258, 0.044354, 0.823658]], "forces_ev_per_angstrom": [[-0.02, -0.70, 1.42], [0.42, -0.17, -1.32], [2.47, -3.13, -1.83], [-2.58, 5.46, 2.12], [0.44, -0.30, -0.12], [-0.73, -1.17, -0.27]], "nbo_charge": [-0.224, 0.181, 0.278, -0.275, 0.063, -0.022]}

# 4
{"formula": "C28H25AlCl5NO", "method": "wB97M-V/def2-TZVPD", "total_charge": 0, "orbital_gap_ev": 8.08, "lumo_energy_ev": 0.23, "total_energy_ha": -3755.2993, "homo_ev": -7.84, "species": ["C", "C", "C", "H", "C", "C", "H", "C", "C", "C", "H", "C", "C", "H", "H", "H", "H", "H", "H", "Al", "C", "C", "C", "H", "H", "H", "H", "H", "H", "C", "C", "H", "H", "O", "N", "C", "H", "C", "C", "H", "C", "H", "C", "H", "C", "H", "C", "H", "H", "H", "Cl", "C", "C", "C", "Cl", "C", "Cl", "C", "Cl", "C", "Cl"], "xyz": [[-0.857186, 2.114162, 1.688449], [-1.895108, 1.854929, 0.793958], [-2.090790, 0.455629, 0.709419], [-2.514204, 2.589995, 0.287955], [-1.127798, -0.188891, 1.503237], [-0.318537, 0.838902, 2.145215], [-1.120782, -1.239886, 1.786972], [1.827159, 3.161161, -0.246076], [0.613229, 3.725340, -0.623389], [-0.074268, 2.814322, -1.482721], [0.233940, 4.701745, -0.320804], [0.681669, 1.646388, -1.602680], [1.934725, 1.828691, -0.837143], [-2.920299, -0.020244, 0.195213], [0.157296, 0.684151, 3.110689], [-0.527999, 3.085949, 2.041362], [2.889181, 1.379071, -1.132405], [-1.031446, 2.985457, -1.970539], [2.636983, 3.661973, 0.274094], [1.155619, 0.697784, 0.674810], [0.438759, 0.408739, -2.428262], [1.671108, 0.237475, -3.344817], [-0.826094, 0.501309, -3.285282], [1.847052, 1.186615, -3.883926], [1.494193, -0.547203, -4.094576], [2.578694, -0.014837, -2.777009], [-0.781900, 1.377452, -3.948292], [-1.729200, 0.562086, -2.663223], [-0.891712, -0.401478, -3.907812], [0.233089, -0.731903, -1.394708], [0.713201, -2.125985, -1.734435], [-0.799513, -0.763384, -1.035843], [0.899551, -0.566432, -0.487033], [1.921521, -2.280346, -1.898623], [-0.255555, -3.127984, -1.618351], [-0.883608, -3.313008, -0.291654], [0.079564, -3.999832, -2.010433], [-2.330211, -2.869869, -0.257959], [-3.031499, -2.939422, 0.956154], [-2.526044, -3.350420, 1.837135], [-4.351033, -2.487243, 1.035988], [-4.877058, -2.526270, 1.994371], [-4.997901, -2.003385, -0.112864], [-6.036785, -1.656750, -0.048752], [-4.314144, -1.982223, -1.337256], [-4.819804, -1.641329, -2.243229], [-2.982073, -2.423042, -1.415130], [-2.453123, -2.454633, -2.371684], [-0.316210, -2.776058, 0.495418], [-0.831011, -4.377730, -0.010352], [1.894121, 3.643272, 2.847325], [2.831401, 2.197966, 2.888798], [2.510859, 1.129736, 2.067595], [3.142698, -0.086406, 2.217620], [2.438160, -1.376863, 1.209051], [4.182891, -0.291814, 3.131877], [4.909500, -1.833343, 3.299947], [4.574842, 0.824977, 3.926221], [5.834586, 0.647455, 5.057446], [3.890490, 2.065926, 3.817549], [4.296815, 3.389557, 4.823398]], "forces_ev_per_angstrom": [[-0.17, -0.39, -0.06], [0.06, -0.23, 0.67], [0.27, -0.27, 0.50], [0.27, -0.07, 0.07], [-0.82, 0.47, 0.19], [-0.89, 0.03, -0.61], [0.11, 0.31, -0.17], [-0.31, 0.27, -0.98], [0.84, -0.23, -0.11], [0.51, -0.93, -0.11], [0.18, -0.31, -0.06], [-0.06, 1.34, -0.22], [-0.96, 0.15, 0.10], [0.33, -0.05, -0.16], [0.11, 0.07, -0.30], [-0.06, -0.32, -0.25], [-0.32, 0.15, 0.16], [0.13, -0.08, 0.33], [-0.30, -0.20, 0.04], [-0.28, 2.78, 1.59], [0.21, 0.10, 0.12], [0.04, -0.08, -0.19], [-0.01, -0.05, -0.04], [-0.14, -0.38, 0.27], [0.15, 0.11, 0.23], [-0.38, 0.04, -0.30], [-0.01, -0.26, 0.19], [0.18, 0.07, -0.13], [-0.11, 0.19, 0.07], [0.12, -0.47, 0.23], [1.21, 0.25, 0.92], [0.25, 0.27, -0.08], [-0.73, -0.76, -1.52], [-1.58, -0.67, -0.56], [0.84, -0.42, -0.32], [-0.17, 0.16, -0.01], [0.15, 0.04, 0.18], [-0.52, -0.02, -0.08], [-0.13, 0.21, -0.32], [-0.22, 0.23, -0.23], [0.11, -0.12, -0.22], [0.16, 0.03, -0.38], [0.26, -0.04, -0.04], [0.50, -0.14, -0.06], [0.11, -0.23, 0.29], [0.14, -0.08, 0.30], [-0.33, -0.02, 0.40], [-0.20, 0.16, 0.38], [-0.19, -0.16, -0.41], [0.10, 0.33, -0.26], [0.19, 0.17, 0.29], [0.96, -0.88, 0.47], [0.02, -0.61, -0.25], [0.82, 0.87, 1.12], [0.66, -0.10, 0.30], [-0.36, 0.74, 0.04], [0.13, -0.04, 0.07], [-0.97, -0.09, -0.85], [0.28, -0.06, 0.21], [-0.40, -0.72, -0.60], [0.20, -0.05, 0.13]], "nbo_charge": [-0.280, -0.256, -0.302, 0.219, -0.350, -0.593, 0.221, -0.242, -0.251, -0.288, 0.218, 0.016, -0.756, 0.226, 0.256, 0.238, 0.276, 0.222, 0.228, 1.789, -0.103, -0.603, -0.605, 0.220, 0.209, 0.227, 0.225, 0.219, 0.209, -0.427, 0.701, 0.286, 0.058, -0.573, -0.660, -0.235, 0.398, -0.049, -0.211, 0.212, -0.198, 0.221, -0.239, 0.221, -0.152, 0.209, -0.246, 0.232, 0.205, 0.227, 0.050, 0.035, -0.605, -0.059, 0.090, -0.079, 0.062, -0.101, 0.074, -0.106, 0.069]}

# 5
{"formula": "C3H13N2", "method": "wB97M-V/def2-TZVPD", "total_charge": 1, "orbital_gap_ev": 12.54, "lumo_energy_ev": -3.16, "total_energy_ha": -231.3821, "e_above_lowest_ev": 0.3896, "homo_ev": -15.69, "species": ["N", "H", "H", "H", "H", "C", "C", "C", "N", "H", "H", "H", "H", "H", "H", "H", "H", "H"], "xyz": [[1.665941, -1.732576, -2.205482], [1.036615, -1.704576, -2.982614], [1.098059, -1.239711, -0.699189], [2.044305, -2.717692, -2.285206], [2.437647, -1.109316, -2.586080], [-0.364140, 0.185623, 0.011571], [-0.754299, 0.737267, 1.366553], [-1.782741, 1.870302, 1.290516], [0.790393, -0.747588, 0.204342], [0.017653, 0.929358, -0.663558], [-1.257162, -0.311108, -0.407280], [0.186320, 1.098483, 1.862593], [-1.084410, -0.133182, 1.936440], [-2.674418, 1.536322, 0.722709], [-1.417610, 2.725441, 0.740996], [-2.143560, 2.234742, 2.238116], [0.585363, -1.404049, 0.932917], [1.616052, -0.217748, 0.522662]], "forces_ev_per_angstrom": [[2.21, -0.53, -0.90], [-0.97, 0.06, -0.44], [-0.13, -0.02, -0.10], [-0.32, 1.43, 0.35], [-0.87, -1.03, 0.87], [-0.41, 0.04, 0.25], [1.02, 0.70, 0.51], [-0.71, -0.76, -0.86], [0.39, 0.38, -0.33], [-0.19, 0.48, -0.38], [0.80, -0.14, -0.17], [-0.77, -0.15, -0.22], [-0.33, 0.23, 0.32], [0.34, 0.04, 0.34], [0.41, 0.21, -0.12], [0.12, -0.14, 0.46], [-0.14, -0.69, 0.47], [-0.45, -0.12, -0.06]], "nbo_charge": [-1.088, 0.390, 0.468, 0.402, 0.395, -0.218, -0.408, -0.614, -0.703, 0.215, 0.229, 0.201, 0.208, 0.215, 0.221, 0.243, 0.421, 0.423]}

# 6
{"formula": "CHIOS2", "method": "wB97M-V/def2-TZVPD", "total_charge": 0, "orbital_gap_ev": [8.04, 8.15], "lumo_energy_ev": [-0.89, -1.47], "total_energy_ha": -1207.8252, "e_above_lowest_ev": 5.0521, "homo_ev": [-8.93, -9.62], "species": ["C", "O", "S", "S", "I", "H"], "xyz": [[-0.255667, 0.584923, -0.110487], [0.738080, -1.899770, 0.250132], [-1.751720, -0.110111, 0.321435], [0.265077, -0.753824, 0.972724], [0.374353, 2.606990, 0.253099], [0.629878, -0.428209, -1.686903]], "forces_ev_per_angstrom": [[1.88, -0.58, -1.38], [0.50, -0.80, -0.51], [0.11, -0.16, 0.42], [-1.27, 1.09, 0.27], [-0.33, -0.86, -0.31], [-0.89, 1.30, 1.50]], "nbo_charge": [-0.763, -0.865, 0.095, 1.203, 0.215, 0.115]}